1.
13
Properties=species:S:1:pos:R:3:forces:R:3:nbo_charge:R:1 method="wB97M-V/def2-TZVPD" relative_energy_ev=4.232 charge=0 total_energy_ha=-646.556467
C -1.168 -0.144 0.334 -0.7 0.1 1.8 -0.4436
C -0.700 1.009 -0.579 -1.8 -1.1 0.3 -0.2697
C 0.134 -0.864 0.762 -0.9 -1.5 0.3 -0.6022
N 0.496 1.544 0.031 0.2 0.9 -0.4 -0.7083
O 2.598 -0.682 -0.636 -0.9 0.4 3.0 -1.0144
S 1.364 0.549 0.791 0.1 -1.8 -2.0 1.1943
H -1.431 0.172 1.378 -0.5 0.9 -1.1 0.1991
H -2.148 -0.674 0.015 2.2 0.2 0.0 0.2476
H -0.611 0.543 -1.582 0.8 0.4 0.3 0.2096
H -1.516 1.741 -0.712 0.7 0.1 0.3 0.2188
H -0.118 -1.421 1.770 1.4 0.9 -2.1 0.2479
H 0.614 -1.415 -0.063 -0.3 -0.6 0.8 0.2794
H 2.486 -0.356 -1.511 -0.3 0.8 -1.2 0.4415

2.
13
Properties=species:S:1:pos:R:3:forces:R:3:nbo_charge:R:1 method="wB97M-V/def2-TZVPD" relative_energy_ev=1.491 charge=0 total_energy_ha=-646.657174
O 0.121 1.122 2.243 0.2 0.2 -0.1 -0.5242
C -0.193 1.297 1.092 -0.4 -0.4 0.8 0.4295
C -0.432 0.094 0.183 -0.7 0.3 0.3 -0.1547
C 0.844 -0.847 0.312 -0.9 1.8 0.3 -0.5482
S 1.111 -2.088 -0.942 -0.2 0.0 -0.3 0.0003
N -0.835 0.542 -1.153 1.8 -0.8 0.1 -0.8515
H -0.437 2.325 0.754 0.1 -0.2 -0.4 0.1240
H -1.334 -0.354 0.652 0.7 -0.4 0.1 0.1916
H 1.684 -0.143 0.404 0.0 -0.6 -0.2 0.2218
H 0.732 -1.331 1.279 0.2 -0.2 -0.1 0.2526
H 1.213 -1.223 -1.966 0.1 -0.1 0.0 0.1184
H -1.779 0.891 -1.119 -0.2 -0.3 -0.4 0.3702
H -0.695 -0.286 -1.739 -0.8 0.6 -0.2 0.3702

3.
13
Properties=species:S:1:pos:R:3:forces:R:3:nbo_charge:R:1 method="wB97M-V/def2-TZVPD" relative_energy_ev=3.253 charge=0 total_energy_ha=-646.592448
C 0.322 -0.626 0.931 1.2 3.2 -0.6 -0.1908
C -0.510 -0.381 -0.084 -1.8 0.7 1.2 -0.3923
C 1.418 -1.588 0.819 0.6 -2.6 -2.3 -0.6345
N -1.103 1.681 -1.628 -0.9 -4.4 1.7 -1.0130
O -1.369 2.008 0.871 -0.2 0.2 0.4 -0.9710
S -1.757 1.090 -0.205 2.0 -1.6 0.3 1.3803
H 0.728 0.227 1.527 -1.6 -0.3 0.2 0.2158
H -0.745 -1.161 -0.782 -0.1 -0.2 -0.6 0.1955
H 1.723 -2.117 1.755 -0.4 0.4 -0.8 0.2264
H 1.063 -2.366 -0.035 1.4 1.4 2.0 0.1987
H 2.319 -0.990 0.431 -1.1 -1.1 0.5 0.2287
H -1.768 2.062 -2.163 -2.6 2.1 -2.5 0.3768
H -0.320 2.161 -1.436 3.4 2.3 0.4 0.3795

4.
13
Properties=species:S:1:pos:R:3:forces:R:3:nbo_charge:R:1 method="wB97M-V/def2-TZVPD" relative_energy_ev=2.203 charge=0 total_energy_ha=-646.631034
C 2.659 0.091 0.073 -0.7 0.8 -1.6 -0.7504
C -1.044 1.119 -0.094 0.5 2.0 0.6 0.0856
C -2.155 0.179 0.201 2.0 -0.1 0.3 -0.1406
H 2.755 0.733 0.908 0.3 0.2 1.2 0.2165
H 2.852 0.769 -0.794 -0.2 -0.8 0.4 0.2229
H 3.335 -0.741 0.059 0.4 -0.3 0.2 0.2237
H -1.417 2.149 -0.132 0.1 0.1 -0.2 0.1656
H -2.386 0.348 1.265 0.1 -0.7 0.0 0.1921
H -2.989 0.490 -0.329 -1.8 0.7 -1.1 0.1881
H -1.720 -1.638 0.544 0.2 -0.7 0.4 0.4773
N 0.225 1.055 -0.107 -0.2 -1.9 -0.3 -0.5158
O -1.799 -1.099 -0.233 -0.5 -0.6 0.3 -0.6942
S 0.976 -0.564 0.000 -0.2 1.3 -0.1 0.3291

5.
13
Properties=species:S:1:pos:R:3:forces:R:3:nbo_charge:R:1 method="wB97M-V/def2-TZVPD" relative_energy_ev=0.980 charge=0 total_energy_ha=-646.675954
C -1.515 1.716 0.067 0.6 0.3 -1.3 -0.4216
C 0.007 -0.211 -0.074 -0.3 0.1 0.0 0.0936
C 1.458 -0.562 -0.247 0.2 -0.3 0.2 -0.1508
H -1.538 2.541 -0.654 -0.3 0.2 0.6 0.2067
H -1.599 2.022 1.096 -0.2 0.4 0.3 0.2067
H -2.341 1.054 -0.192 0.3 -0.2 0.1 0.2387
H 0.612 1.569 -0.425 0.2 1.1 0.2 0.4113
H 1.589 -0.722 -1.312 0.4 -0.3 -0.1 0.2076
H 1.603 -1.475 0.340 0.2 0.0 -0.5 0.2059
H 2.388 0.322 1.107 0.4 0.3 1.2 0.4698
N -0.216 1.092 -0.145 -0.7 -1.0 0.2 -0.5618
O 2.369 0.459 0.175 -0.5 -0.3 -1.1 -0.7112
S -1.116 -1.393 0.074 -0.3 -0.3 0.2 -0.1949

6.
13
Properties=species:S:1:pos:R:3:forces:R:3:nbo_charge:R:1 method="wB97M-V/def2-TZVPD" relative_energy_ev=4.698 charge=0 total_energy_ha=-646.539315
C 2.092 -1.161 -0.005 1.9 -0.6 -0.9 0.4988
C -1.264 -0.496 -0.198 0.2 -0.2 2.4 -0.3847
C -1.295 -1.817 0.079 -0.3 1.6 0.9 -0.3860
N 1.429 -0.043 0.053 -2.1 4.1 0.4 -0.8720
O 1.776 -2.119 0.612 -0.5 -2.5 1.3 -0.5619
S 1.903 1.417 -0.341 1.5 -1.6 0.8 0.7445
H 2.946 -1.238 -0.694 0.5 0.3 -0.5 0.0622
H -1.212 -0.202 -1.215 0.0 0.5 -0.8 0.1777
H -1.145 0.377 0.616 -0.6 -2.4 -1.9 0.1992
H 3.018 1.162 -1.109 0.0 0.6 -0.2 0.0653
H -1.349 -2.204 1.091 0.2 0.3 0.1 0.1915
H -1.262 -2.616 -0.632 -0.1 0.1 -0.8 0.1909
H 2.784 1.846 0.702 -0.7 -0.2 -0.8 0.0744

7.
13
Properties=species:S:1:pos:R:3:forces:R:3:nbo_charge:R:1 method="wB97M-V/def2-TZVPD" relative_energy_ev=0.422 charge=+1 spin_multiplicity=2 total_energy_ha=-646.353687
C 0.581 0.447 0.441 -1.8 0.0 1.4 -0.4886
C -0.524 -0.604 0.810 0.3 -0.9 1.2 -0.5173
S -1.064 -0.463 2.600 0.2 0.3 -1.6 0.6485
C 1.020 0.050 -0.911 0.4 -0.6 -2.9 0.6418
N 0.305 0.533 -1.979 -0.3 0.2 2.0 -0.7976
O 1.942 -0.714 -1.070 0.2 0.0 0.5 -0.5190
H 0.113 1.429 0.467 0.4 0.2 0.1 0.2404
H 1.421 0.315 1.117 0.0 0.3 0.1 0.2731
H -1.444 -0.650 0.237 0.1 0.5 -0.2 0.2563
H -0.058 -1.591 0.741 0.1 0.0 0.2 0.2812
H -2.255 0.071 2.226 0.1 0.0 0.5 0.1590
H 0.560 0.233 -2.892 0.0 -0.2 -0.5 0.4304
H -0.597 0.944 -1.786 0.2 0.2 -0.5 0.3919

8.
13
Properties=species:S:1:pos:R:3:forces:R:3:nbo_charge:R:1 method="wB97M-V/def2-TZVPD" relative_energy_ev=2.352 charge=+1 spin_multiplicity=2 total_energy_ha=-646.282765
O 1.887 -1.977 -0.486 -4.6 1.0 1.0 -0.3518
C 0.683 -1.815 -0.257 5.6 0.2 0.3 0.4420
C 0.202 -0.506 0.626 -0.3 -1.0 -0.8 -0.1658
C 0.491 0.663 -0.401 0.6 -0.1 1.8 -0.5485
S -0.795 1.917 -0.251 0.3 1.5 0.1 0.1332
N -1.188 -0.612 1.007 0.1 3.2 0.1 -0.5085
H -0.027 -2.527 -0.548 -1.6 -1.1 -0.6 0.1968
H 0.938 -0.556 1.433 -0.7 0.3 0.3 0.2761
H 0.613 0.257 -1.404 0.3 0.6 0.0 0.2568
H 1.439 1.201 0.044 -1.6 -1.1 -1.3 0.3091
H -1.935 1.316 -0.554 -0.1 -0.4 -0.5 0.1028
H -1.521 -0.017 1.876 1.0 -2.1 -1.6 0.4590
H -1.821 -0.303 0.205 0.9 -1.1 1.4 0.3987

9.
14
Properties=species:S:1:pos:R:3:forces:R:3:nbo_charge:R:1 method="wB97M-V/def2-TZVPD" relative_energy_ev=4.810 charge=0 total_energy_ha=-1044.725617
N 2.475 0.559 -0.690 0.2 0.7 -3.8 -0.8314
C 1.470 -0.486 -0.354 0.0 4.2 4.4 -0.1202
C 2.442 -0.402 1.083 0.7 3.6 -2.6 0.4005
O 2.565 0.699 1.701 -1.0 -5.5 -0.2 -0.5742
C 0.016 0.281 -0.038 2.6 -1.5 0.1 -0.6091
S -1.284 -0.711 -0.638 -1.0 -1.0 -1.0 0.1249
S -2.992 0.195 -0.001 -0.3 -1.7 1.8 -0.1224
H 2.299 1.574 -0.534 -0.6 -1.5 1.1 0.3953
H 2.793 0.647 -1.656 -0.2 -1.1 -0.2 0.3704
H 1.704 -1.461 -0.779 -0.7 0.3 -0.4 0.2287
H 3.216 -1.114 0.567 0.1 0.8 2.7 0.1399
H -0.053 0.326 1.110 0.2 0.9 -2.0 0.2657
H 0.118 1.134 -0.738 -0.4 0.2 1.5 0.2299
H -3.077 1.278 -0.672 0.2 1.6 -1.5 0.1020

10.
13
Properties=species:S:1:pos:R:3:forces:R:3:nbo_charge:R:1 method="wB97M-V/def2-TZVPD" relative_energy_ev=0.025 charge=+2 total_energy_ha=-462.107249
Sn -21.433 19.197 -11.454 0.5 -0.7 -0.8 1.8166
C -22.201 21.610 -8.013 1.0 -0.8 -0.5 -0.7160
C -22.526 21.048 -9.390 -7.7 4.8 5.1 0.7505
O -21.680 20.670 -10.165 3.2 -2.0 -3.1 -0.8865
N -23.862 21.236 -9.712 4.1 -0.8 -0.8 -0.5125
C -24.359 21.014 -11.047 -2.0 -0.5 0.6 -0.4225
H -21.139 21.855 -8.039 0.0 0.2 0.2 0.2715
H -22.320 20.845 -7.246 -0.1 -0.1 0.0 0.2868
H -22.797 22.482 -7.744 0.0 -0.1 -0.2 0.2798
H -24.501 21.620 -9.030 0.2 0.0 0.3 0.4595
H -25.325 20.537 -10.884 0.0 -0.5 -0.4 0.2683
H -23.750 20.293 -11.593 0.0 0.2 -0.3 0.1256
H -24.664 21.901 -11.602 0.9 0.3 -0.1 0.2789

11.
13
Properties=species:S:1:pos:R:3:forces:R:3:nbo_charge:R:1 method="wB97M-V/def2-TZVPD" relative_energy_ev=3.354 charge=0 total_energy_ha=-855.793239
C 0.759 0.097 -0.068 -0.9 -0.4 -1.6 0.2422
C 2.203 0.189 0.136 -0.1 -0.4 0.1 -0.7915
C -0.130 0.390 1.054 0.5 0.3 0.1 -0.8058
N -1.875 -0.673 -1.634 -0.2 -0.2 -0.2 -1.2431
P -3.444 -0.954 -1.588 -0.4 0.1 0.1 0.4805
P -0.449 -0.646 -2.193 1.8 0.6 1.2 0.7262
H 2.510 -0.092 1.148 0.1 0.0 0.1 0.2181
H 2.457 1.248 0.013 -0.1 0.2 0.0 0.2798
H 2.765 -0.371 -0.607 0.1 0.1 -0.1 0.2409
H -0.928 1.058 0.731 -0.2 -0.1 -0.1 0.2739
H 0.374 0.794 1.938 0.0 0.0 0.1 0.1957
H -0.626 -0.545 1.329 -0.1 -0.1 -0.1 0.2909
H -3.618 -0.496 -0.260 -0.3 0.0 0.3 -0.1079

12.
13
Properties=species:S:1:pos:R:3:forces:R:3:nbo_charge:R:1 method="wB97M-V/def2-TZVPD" relative_energy_ev=2.011 charge=0 spin_multiplicity=3 total_energy_ha=-855.728861
C 0.469 -0.588 0.418 1.7 1.9 -0.3 0.1518
C 1.393 0.546 0.024 -2.7 -0.4 -2.4 -0.7621
C 0.548 -1.474 1.578 1.3 -1.9 -1.4 -0.7919
N -2.507 0.654 -1.590 -0.1 -0.3 0.7 -1.1850
P -2.683 2.087 -2.270 -1.0 0.9 -0.6 0.4631
P -2.157 -0.564 -0.783 0.4 -1.4 0.6 0.8072
H 1.470 0.560 -1.147 0.6 -0.2 2.1 0.2280
H 2.298 0.345 0.588 0.4 0.7 -0.3 0.2313
H 0.842 1.513 0.184 1.0 -0.5 0.5 0.2294
H -0.384 -1.267 2.032 -0.9 -0.7 1.5 0.2348
H 1.453 -1.488 2.302 -1.4 0.6 -1.3 0.2338
H 0.576 -2.484 1.028 -0.4 0.7 1.5 0.2324
H -1.318 2.159 -2.365 1.2 0.7 -0.5 -0.0728

13.
12
Properties=species:S:1:pos:R:3:forces:R:3:nbo_charge:R:1 method="wB97M-V/def2-TZVPD" relative_energy_ev=2.619 charge=0 total_energy_ha=-571.342671
C 2.109 -0.906 -1.630 2.0 0.6 0.7 -0.7609
C -0.694 0.741 0.857 2.2 -1.6 -1.9 0.0861
C -2.095 0.398 1.296 -0.8 0.9 2.3 -0.6741
H 1.336 -1.610 -2.106 1.4 1.4 0.3 0.2400
H 2.847 -1.625 -0.864 -2.3 2.5 -2.1 0.2245
H 2.858 -0.190 -2.357 -2.1 -2.7 1.6 0.2393
H 0.020 1.570 1.410 -2.1 -1.9 -1.4 0.1859
H -2.571 -0.539 0.880 1.0 1.2 0.1 0.2470
H -2.042 0.244 2.471 -0.5 0.6 -2.2 0.2208
H -2.764 1.308 1.038 0.9 -1.5 0.7 0.2327
N -0.235 -0.008 -0.144 0.0 2.5 1.9 -0.5675
S 1.234 0.617 -0.850 0.4 -1.9 0.0 0.3263

14.
12
Properties=species:S:1:pos:R:3:forces:R:3:nbo_charge:R:1 method="wB97M-V/def2-TZVPD" relative_energy_ev=1.444 charge=0 total_energy_ha=-571.385842
C 3.274 -0.657 0.032 0.5 0.4 0.1 -0.4544
C -0.334 -0.015 -0.264 -0.3 0.4 0.0 0.1549
C -1.516 0.856 0.024 0.0 -0.1 0.1 -0.6892
N -0.187 -1.244 -0.067 0.3 -0.9 0.1 -0.6238
S 4.548 0.323 -0.011 -0.3 -0.2 0.0 0.0651
H 2.939 -1.090 0.965 -0.1 -0.1 0.1 0.1924
H 2.707 -0.906 -0.854 -0.1 -0.1 -0.1 0.1941
H 0.510 0.500 -0.710 0.3 0.2 -0.1 0.1547
H -2.367 0.285 0.391 0.0 0.0 0.0 0.2141
H -1.805 1.388 -0.882 0.0 0.1 0.0 0.2295
H -1.239 1.603 0.772 0.0 0.0 0.0 0.2319
H -0.995 -1.716 0.341 -0.1 0.3 0.0 0.3307

15.
13
Properties=species:S:1:pos:R:3:forces:R:3:nbo_charge:R:1 method="wB97M-V/def2-TZVPD" relative_energy_ev=0.697 charge=0 total_energy_ha=-969.611706
C 0.524 -2.328 0.075 0.9 0.0 -1.0 -0.7545
C -0.009 1.035 0.320 1.0 1.4 0.6 0.0938
C 0.606 2.446 0.745 -0.6 -1.2 -0.1 -0.6736
H 1.390 -1.972 0.683 -0.7 -0.6 -0.4 0.2310
H -0.399 -2.318 0.622 -0.2 -0.3 0.5 0.2356
H 0.727 -3.331 -0.439 -0.2 1.4 0.9 0.2358
H 1.639 0.805 -0.857 -0.4 -0.4 -0.1 0.4051
H 1.599 2.372 1.235 -0.7 -0.2 -0.3 0.2260
H 0.696 3.037 -0.148 0.3 0.2 -0.6 0.2186
H -0.092 3.019 1.366 0.2 -0.6 0.1 0.2458
N 0.725 0.407 -0.647 -0.3 -0.3 0.5 -0.7543
S 0.270 -1.129 -1.294 0.6 0.4 -0.1 0.3962
S -1.355 0.418 0.996 -0.1 0.1 0.1 -0.1055

16.
13
Properties=species:S:1:pos:R:3:forces:R:3:nbo_charge:R:1 method="wB97M-V/def2-TZVPD" relative_energy_ev=0.843 charge=0 total_energy_ha=-969.606354
C 0.589 -1.920 0.416 -0.1 0.1 0.3 -0.7369
C -0.072 0.637 -0.384 0.4 0.2 -0.1 0.1254
C 0.864 1.797 -0.144 0.4 -0.2 -0.9 -0.6553
H 1.140 -1.475 1.253 -0.1 -0.2 -0.2 0.2176
H 1.038 -2.876 0.149 0.0 0.1 0.0 0.2337
H -0.452 -2.085 0.695 0.1 0.0 0.0 0.2283
H 0.294 2.643 0.209 -0.1 0.3 0.1 0.2306
H 1.411 2.065 -1.088 -0.5 -0.2 0.8 0.2296
H 1.628 1.525 0.584 0.0 0.0 0.1 0.2252
H -3.435 0.222 -0.006 -0.1 0.0 0.0 0.1148
N -1.306 0.793 -0.150 0.0 -0.3 -0.1 -0.5564
S 0.702 -0.855 -1.044 -0.1 0.1 -0.1 0.1651
S -2.400 -0.471 -0.489 0.2 0.2 0.1 0.1782

17.
12
Properties=species:S:1:pos:R:3:forces:R:3:nbo_charge:R:1 method="wB97M-V/def2-TZVPD" relative_energy_ev=3.605 charge=0 total_energy_ha=-462.604649
C -2.124 -0.116 -0.835 0.4 0.2 -0.7 -0.1680
C 1.567 -1.854 0.370 -2.0 1.3 1.3 -0.5711
C -0.224 1.566 0.588 4.0 -0.7 -1.8 -1.0830
N -3.253 -0.114 -1.063 -0.2 -0.3 0.3 -0.3051
Si -0.310 0.349 -0.856 -0.2 -1.2 1.3 0.9826
H 2.200 -1.787 -0.428 1.4 -0.2 -2.0 0.1748
H 1.876 -1.475 1.313 0.3 0.4 0.5 0.1712
H 0.594 -2.267 0.361 -0.5 -0.9 -0.3 0.1846
H -1.004 1.704 1.195 -3.9 0.4 1.6 0.2472
H 0.449 1.031 1.278 0.3 0.4 -0.3 0.2506
H 0.204 2.541 0.378 0.2 0.1 -0.1 0.2483
H 0.025 0.422 -2.301 0.0 0.6 0.3 -0.1322

18.
12
Properties=species:S:1:pos:R:3:forces:R:3:nbo_charge:R:1 method="wB97M-V/def2-TZVPD" relative_energy_ev=2.086 charge=-1 total_energy_ha=-268.963350
C -0.142 -1.255 -0.281 -1.0 0.9 -1.0 -0.0443
O 0.709 -1.606 0.774 0.3 0.5 -0.3 -0.7857
C -0.017 0.239 -0.702 2.6 0.2 0.8 -0.4664
C -0.173 1.280 0.480 -0.7 -0.9 0.3 -0.0232
O 0.049 0.781 1.735 0.5 -0.5 -0.5 -0.9615
H -1.190 -1.530 -0.090 0.0 0.1 0.4 0.1266
H 0.109 -1.793 -1.191 0.3 -0.6 -0.1 0.1310
H 1.060 0.288 -1.009 -0.3 0.0 0.3 0.1628
H -0.460 0.578 -1.641 -0.9 -0.4 0.1 0.1792
H -1.227 1.618 0.387 -0.1 0.5 -0.1 0.0757
H 0.498 2.133 0.277 -0.1 0.3 -0.5 0.0910
H 0.784 -0.731 1.261 -0.5 -0.1 0.5 0.5146

19.
12
Properties=species:S:1:pos:R:3:forces:R:3:nbo_charge:R:1 method="wB97M-V/def2-TZVPD" relative_energy_ev=3.089 charge=-1 total_energy_ha=-268.926506
C -1.602 -0.291 1.166 -0.3 -0.1 0.7 0.2992
O -2.063 -1.134 1.908 0.2 0.1 -0.3 -0.5833
H -2.234 0.210 0.428 -0.1 0.0 -0.4 0.0949
H -0.590 0.105 1.255 0.3 -0.1 -0.1 0.1488
H 1.270 -3.210 -1.023 0.0 0.0 -0.1 -0.0036
C 1.156 1.553 -0.115 0.3 -0.1 0.0 -0.7738
C 0.248 0.964 -0.964 -0.1 0.2 0.0 0.2303
O 0.086 -0.266 -1.224 -0.1 0.1 0.1 -0.8075
H 1.231 2.627 0.017 -0.2 0.0 -0.2 0.1663
H 1.951 0.955 0.327 -0.1 0.0 0.1 0.1687
H -0.470 1.683 -1.448 0.1 -0.1 0.1 0.0568
H 1.019 -3.196 -0.327 0.0 0.0 0.1 0.0032

20.
12
Properties=species:S:1:pos:R:3:forces:R:3:nbo_charge:R:1 method="wB97M-V/def2-TZVPD" relative_energy_ev=4.260 charge=-1 total_energy_ha=-268.883453
C 0.541 -3.065 -2.205 0.1 -1.6 1.2 0.2839
O 0.422 -3.617 -3.277 0.4 0.4 1.4 -0.5170
H 0.255 -2.009 -2.068 0.2 0.0 0.1 0.1338
H 0.902 -3.645 -1.156 -0.7 1.2 -2.6 0.0977
H 4.942 3.245 -1.569 -0.4 -0.3 0.2 -0.0186
C -2.402 0.767 2.282 0.0 0.2 0.1 -0.8066
C -1.282 1.337 1.656 -1.5 -0.6 0.5 0.2638
O -0.329 1.987 2.168 -0.2 -0.2 -0.9 -0.7915
H -3.105 0.245 1.698 -0.6 -0.6 -1.6 0.1466
H -2.919 0.793 3.255 1.4 0.7 0.3 0.1618
H -1.397 1.111 0.484 0.8 0.5 1.5 0.0275
H 4.372 2.851 -1.269 0.3 0.3 -0.2 0.0186